Formula: C5H11NO
Source: OMol25
Level of theory: ωB97M-V/def2-TZVPD

Last columns: bonded neighbours and bond lengths (Å).
Geometry (Å):
1 C -1.78 0.08 2.94  C2 1.563, H8 1.126, H9 1.120, H10 1.118
2 C -1.42 0.84 1.62  C1 1.563, N3 1.489, H11 1.137, H12 1.139
3 N -1.00 -0.15 0.60  C2 1.489, C4 1.580, H13 1.001
4 C -0.34 0.56 -0.65  N3 1.580, C5 1.510, H14 1.048, H15 1.142
5 C 0.43 -0.45 -1.46  C4 1.510, C6 1.460, H16 1.171, H17 1.233
6 C 1.88 -0.28 -1.53  C5 1.460, O7 1.207, H18 1.118
7 O 2.74 -0.74 -2.24  C6 1.207
8 H -2.89 -0.01 3.11  C1 1.126
9 H -1.41 -0.98 2.94  C1 1.120
10 H -1.25 0.45 3.85  C1 1.118
11 H -0.73 1.67 1.97  C2 1.137
12 H -2.28 1.52 1.32  C2 1.139
13 H -0.42 -0.87 0.98  N3 1.001
14 H 0.31 1.33 -0.38  C4 1.048
15 H -1.28 1.01 -1.12  C4 1.142
16 H 0.14 -1.52 -1.06  C5 1.171
17 H -0.05 -0.50 -2.60  C5 1.233
18 H 2.33 0.42 -0.78  C6 1.118

Max |F|   5.39 eV/A
HOMO-LUMO gap   10.2 eV
SMILES string   CCNCCC=O
Relative energy (zero: lowest compared OMol25 entry of this formula, charge and spin)   64.96 kcal/mol
M   101.149 g mol⁻¹